<one>
A structure of composition C42H42FNO2PTl. Source: the Open Molecules 2025 dataset; level of theory: ωB97M-V with the def2-TZVPD basis set.

Structure (XYZ):
```
90
Properties=species:S:1:pos:R:3:mulliken_charge:R:1
Tl 1.39 0.17 -0.05 1.67
C -0.82 4.50 -2.43 -1.69
C -1.23 3.32 -1.56 1.68
C -1.67 3.76 -0.18 -1.24
C -2.28 2.46 -2.27 -0.38
C -3.67 3.11 -2.42 -0.92
O -4.52 2.36 -1.51 -0.51
C -3.75 1.32 -1.08 0.43
N -2.56 1.25 -1.49 0.08
C -4.36 0.39 -0.12 -0.31
C -5.73 0.48 0.14 -0.54
C -6.31 -0.34 1.09 -0.80
C -5.52 -1.24 1.80 -0.78
C -4.16 -1.32 1.54 -0.70
C -3.57 -0.52 0.58 0.70
P -1.77 -0.66 0.22 0.80
C -1.25 -1.87 1.49 0.95
C -1.05 -1.35 2.77 -0.25
C -0.58 -2.15 3.80 -0.72
C -0.26 -3.48 3.56 -0.64
C -0.44 -4.01 2.29 -0.78
C -0.94 -3.21 1.26 -0.86
C -1.79 -1.68 -1.29 0.49
C -2.59 -2.82 -1.42 -0.42
C -2.59 -3.54 -2.61 -0.80
C -1.80 -3.13 -3.68 -0.74
C -1.01 -1.99 -3.55 -0.90
C -1.01 -1.28 -2.37 -0.36
H -0.03 5.07 -1.95 0.44
H -1.66 5.18 -2.59 0.31
H -0.46 4.18 -3.40 0.42
H -0.35 2.67 -1.42 -0.82
H -2.46 4.52 -0.23 0.40
H -0.83 4.20 0.36 0.32
H -2.03 2.93 0.42 0.15
H -1.89 2.17 -3.25 0.62
H -4.09 3.00 -3.42 0.26
H -3.70 4.15 -2.13 0.39
H -6.31 1.20 -0.41 0.54
H -7.38 -0.27 1.29 0.41
H -5.96 -1.88 2.56 0.46
H -3.56 -2.03 2.11 0.38
H -1.29 -0.31 2.97 0.46
H -0.43 -1.73 4.79 0.39
H 0.12 -4.10 4.36 0.39
H -0.20 -5.04 2.09 0.40
H -1.07 -3.64 0.28 0.38
H -3.22 -3.13 -0.60 0.56
H -3.21 -4.42 -2.70 0.42
H -1.82 -3.68 -4.61 0.41
H -0.41 -1.65 -4.39 0.52
H -0.41 -0.38 -2.28 0.74
O 4.93 1.31 -1.54 -0.30
C 4.30 0.74 -0.79 0.28
C 2.40 3.85 2.11 -2.29
C 1.82 2.46 1.90 2.76
C 0.57 2.32 2.78 -1.28
C 1.43 2.36 0.44 -1.74
C 2.84 1.36 2.24 -0.56
C 2.40 0.08 2.61 -0.31
C 3.29 -0.97 2.82 -0.48
C 4.65 -0.76 2.70 -0.57
C 5.11 0.51 2.37 -0.72
C 4.22 1.55 2.14 -0.63
H 1.63 4.60 1.93 0.47
H 3.22 4.07 1.42 0.44
H 2.76 3.98 3.13 0.43
H -0.04 3.22 2.67 0.51
H 0.81 2.20 3.85 0.33
H -0.05 1.49 2.46 -0.12
H 2.27 2.69 -0.19 0.56
H 1.34 -0.11 2.75 0.56
H 2.90 -1.95 3.09 0.44
H 5.35 -1.57 2.87 0.46
H 6.17 0.70 2.28 0.40
H 4.61 2.52 1.87 0.36
F 5.70 -2.46 -4.39 -0.35
C 4.79 -2.37 -3.39 0.46
C 5.23 -2.33 -2.09 -0.69
C 4.29 -2.23 -1.07 -0.18
C 2.92 -2.19 -1.34 -0.44
C 1.92 -2.06 -0.26 -0.99
C 2.52 -2.25 -2.68 0.10
C 3.45 -2.34 -3.71 -0.82
H 6.29 -2.37 -1.87 0.45
H 4.62 -2.19 -0.04 0.37
H 2.28 -2.30 0.73 0.70
H 0.94 -2.49 -0.48 0.24
H 1.47 -2.23 -2.92 0.30
H 3.15 -2.38 -4.75 0.47
```

Properties
- Lowest unoccupied orbital energy: 0.006 hartree
- Spin multiplicity: 1
- Kohn-Sham gap: 6.26 eV
- Total charge: 0

<two>
A structure of composition C42H42FNO2PTl. Source: the Open Molecules 2025 dataset; level of theory: ωB97M-V with the def2-TZVPD basis set.

Structure (XYZ):
```
90
Properties=species:S:1:pos:R:3:mulliken_charge:R:1
Tl 0.55 0.49 0.36 1.28
C 0.44 4.02 -2.10 -1.65
C 1.33 2.89 -2.60 1.52
C 2.42 3.40 -3.54 -1.75
C 0.54 1.76 -3.28 -0.35
C -0.30 2.20 -4.50 -0.65
O -1.60 1.67 -4.23 -0.48
C -1.56 1.10 -3.00 0.51
N -0.44 1.13 -2.40 0.17
C -2.86 0.53 -2.57 0.12
C -3.96 0.95 -3.34 -1.06
C -5.23 0.45 -3.12 -0.77
C -5.42 -0.50 -2.13 -0.97
C -4.35 -0.91 -1.36 -0.08
C -3.06 -0.42 -1.55 0.80
P -1.73 -1.11 -0.47 0.54
C -2.57 -1.17 1.16 0.37
C -2.20 -2.15 2.08 -0.53
C -2.75 -2.14 3.35 -0.82
C -3.65 -1.15 3.72 -0.57
C -3.98 -0.15 2.82 -0.79
C -3.44 -0.16 1.55 -0.47
C -1.77 -2.86 -1.02 0.65
C -2.71 -3.81 -0.62 -0.09
C -2.65 -5.10 -1.11 -0.78
C -1.65 -5.47 -2.00 -0.59
C -0.71 -4.54 -2.40 -0.58
C -0.76 -3.25 -1.91 -0.50
H 1.03 4.70 -1.48 0.47
H -0.38 3.62 -1.49 0.28
H 0.02 4.61 -2.92 0.37
H 1.82 2.44 -1.73 -0.40
H 1.98 3.89 -4.42 0.33
H 3.06 2.59 -3.89 0.42
H 3.04 4.14 -3.03 0.46
H 1.26 0.99 -3.57 0.44
H 0.06 1.80 -5.44 0.24
H -0.38 3.29 -4.58 0.35
H -3.80 1.68 -4.12 0.49
H -6.06 0.78 -3.73 0.40
H -6.41 -0.91 -1.94 0.46
H -4.52 -1.64 -0.58 0.28
H -1.48 -2.91 1.80 0.46
H -2.48 -2.92 4.06 0.43
H -4.08 -1.15 4.72 0.39
H -4.66 0.64 3.11 0.42
H -3.68 0.64 0.85 0.50
H -3.48 -3.55 0.10 0.32
H -3.39 -5.83 -0.79 0.43
H -1.60 -6.49 -2.37 0.39
H 0.09 -4.83 -3.08 0.43
H -0.01 -2.52 -2.21 0.26
O 0.99 -2.82 0.82 -0.43
C 1.55 -1.78 0.94 -0.28
C 0.10 0.50 3.91 -1.47
C 0.24 1.84 3.17 2.35
C -0.33 2.96 4.07 -1.93
C -0.62 1.76 1.90 -1.61
C 1.71 2.19 2.90 -0.42
C 2.76 1.50 3.50 -0.02
C 4.09 1.82 3.21 -0.73
C 4.39 2.84 2.33 -0.52
C 3.35 3.57 1.75 -0.79
C 2.04 3.24 2.04 0.19
H -0.96 0.25 3.96 0.05
H 0.50 0.53 4.92 0.50
H 0.60 -0.30 3.35 0.25
H -1.40 2.79 4.22 0.46
H -0.19 3.93 3.60 0.38
H 0.17 2.96 5.04 0.45
H -0.78 2.77 1.51 0.36
H 2.55 0.70 4.20 0.39
H 4.88 1.26 3.68 0.42
H 5.42 3.09 2.10 0.41
H 3.57 4.38 1.07 0.40
H 1.24 3.82 1.57 0.34
F 4.33 -5.17 1.38 -0.35
C 3.97 -3.97 0.87 0.44
C 3.98 -3.85 -0.56 -0.62
C 3.79 -2.65 -1.13 -0.90
C 3.54 -1.47 -0.34 0.54
C 3.45 -0.22 -0.86 -1.11
C 3.20 -1.70 1.10 1.25
C 3.71 -2.95 1.68 -0.89
H 4.20 -4.73 -1.15 0.46
H 3.89 -2.53 -2.20 0.40
H 3.55 -0.05 -1.92 0.20
H 3.48 0.65 -0.21 0.52
H 3.38 -0.82 1.72 -0.19
H 3.74 -3.06 2.76 0.40
```

Properties
- Lowest unoccupied orbital energy (alpha / beta): -0.004 / 0.006 hartree
- Spin multiplicity: 1
- Kohn-Sham gap (alpha / beta): 6.46 / 6.06 eV
- Total charge: 0

Quick one: most stable of them? <one>

<one>
A cluster of 2 separate species, C5H11N4O in total. Source: the Open Molecules 2025 dataset; level of theory: ωB97M-V with the def2-TZVPD basis set.

Structure (XYZ):
```
21
Properties=species:S:1:pos:R:3:nbo_charge:R:1
C -0.41 -1.39 -0.86 0.23
C 1.18 -0.04 0.99 0.72
C -1.46 0.65 0.14 0.64
C 2.12 1.40 -0.83 -0.41
C -1.02 -0.63 0.15 -0.50
N -0.24 -2.69 -0.81 -0.71
N 0.80 -0.51 2.04 -0.79
N -2.11 1.19 1.20 -0.75
N 1.52 0.32 -0.11 -0.57
O -1.41 1.54 -0.90 -0.64
H -0.26 -0.81 -1.87 0.22
H 1.26 2.05 -1.22 0.18
H 2.62 1.02 -1.71 0.22
H 2.98 1.99 -0.36 0.24
H -1.20 -1.10 1.16 0.26
H 0.20 -3.24 -1.63 0.44
H -0.14 -3.16 0.07 0.42
H 1.06 -0.76 2.96 0.45
H -2.31 0.66 2.03 0.43
H -2.53 2.15 1.04 0.44
H -0.65 1.35 -1.47 0.50
```

Properties
- Lowest unoccupied orbital energy: -0.137 hartree
- Spin multiplicity: 1
- Kohn-Sham gap: 8.95 eV
- Total charge: +1

<two>
The ion C5H11N4O with charge +1. Source: the Open Molecules 2025 dataset; level of theory: ωB97M-V with the def2-TZVPD basis set.

Structure (XYZ):
```
21
Properties=species:S:1:pos:R:3:nbo_charge:R:1
H 1.84 -2.01 -1.01 0.38
N 1.29 -1.16 -1.00 -0.77
C 1.04 -0.61 -2.11 0.67
O 1.41 -1.10 -3.27 -0.64
N 0.15 0.45 -2.31 -0.45
C -0.53 1.06 -1.45 0.18
C -0.33 1.26 0.06 -0.58
C -0.78 0.03 0.85 0.64
N -1.92 -0.49 0.27 -0.75
N -0.39 -0.42 2.03 -0.50
C 0.70 0.22 2.68 -0.43
H 0.96 -0.64 -3.96 0.51
H -1.25 1.64 -1.97 0.21
H 0.77 1.45 0.21 0.29
H -0.96 2.13 0.47 0.29
H -2.09 -1.49 0.33 0.42
H -2.35 -0.14 -0.54 0.42
H -0.56 -1.38 2.27 0.43
H 0.36 0.30 3.65 0.23
H 1.61 -0.35 2.49 0.23
H 1.01 1.24 2.31 0.23
```

Properties
- Lowest unoccupied orbital energy: -0.138 hartree
- Spin multiplicity: 1
- Kohn-Sham gap: 9.97 eV
- Total charge: +1
- SMILES string: [H]/N=C(O)/N=C\C/C(N)=[NH+]\C

Quick one: most stable of them? <two>

<one>
A cluster of 2 separate species, CH4O2 in total. Source: the Open Molecules 2025 dataset; level of theory: ωB97M-V with the def2-TZVPD basis set.

Structure (XYZ):
```
7
Properties=species:S:1:pos:R:3:nbo_charge:R:1
C 0.00 0.00 0.00 0.29
O 1.21 -0.28 -0.26 -0.54
H -0.81 -0.72 -0.27 0.13
H -0.32 1.00 0.39 0.14
O 3.26 -0.64 1.43 -0.96
H 2.44 -0.63 0.90 0.48
H 3.48 0.31 1.58 0.46
```

Properties
- Lowest unoccupied orbital energy: -0.010 hartree
- Spin multiplicity: 1
- Kohn-Sham gap: 10.40 eV
- Total charge: 0
- SMILES string: C=O.O

<two>
A cluster of 2 separate species, CH4O2 in total. Source: the Open Molecules 2025 dataset; level of theory: ωB97M-V with the def2-TZVPD basis set.

Structure (XYZ):
```
7
Properties=species:S:1:pos:R:3:nbo_charge:R:1
C 0.80 -0.56 0.83 0.06
O 1.25 -0.91 -0.35 -0.64
O -1.51 0.89 -0.64 -0.95
H -1.91 0.62 0.19 0.49
H 1.64 -0.60 1.54 0.07
H 0.51 -0.82 -1.05 0.51
H -0.77 1.38 -0.51 0.47
```

Properties
- Lowest unoccupied orbital energy: 0.022 hartree
- Spin multiplicity: 1
- Kohn-Sham gap: 9.30 eV
- Total charge: 0

Quick one: most stable of them? <one>

<one>
The molecule CH4NP. Source: the Open Molecules 2025 dataset; level of theory: ωB97M-V with the def2-TZVPD basis set.

Structure (XYZ):
```
7
Properties=species:S:1:pos:R:3:nbo_charge:R:1
H 0.99 -0.86 2.78 -0.07
P 1.65 -0.80 1.52 0.33
N -0.36 -0.46 0.65 -0.36
C -0.25 0.40 -0.44 -0.53
H -1.25 0.41 -0.72 0.21
H 0.37 -0.04 -1.13 0.21
H 0.25 1.27 -0.13 0.21
```

Properties
- Lowest unoccupied orbital energy (alpha / beta): -0.045 / 0.001 hartree
- Spin multiplicity: 1
- Kohn-Sham gap (alpha / beta): 8.28 / 8.86 eV
- Total charge: 0
- SMILES string: [H]/P=N/C

<two>
The molecule CH4NP. Source: the Open Molecules 2025 dataset; level of theory: ωB97M-V with the def2-TZVPD basis set.

Structure (XYZ):
```
7
Properties=species:S:1:pos:R:3:nbo_charge:R:1
N 0.67 1.50 0.00 -0.66
C -0.16 1.14 0.69 0.13
P -0.89 -0.66 0.44 0.17
H 1.42 1.58 -0.64 0.43
H -0.12 -0.77 1.69 0.03
H -0.97 -1.92 0.30 -0.13
H -1.79 -0.83 1.63 0.03
```

Properties
- Lowest unoccupied orbital energy: 0.026 hartree
- Spin multiplicity: 1
- Kohn-Sham gap: 8.64 eV
- Total charge: 0
- SMILES string: N=C=[PH3]

Quick one: most stable of them? <one>

<one>
The molecule C3H6OS2. Source: the Open Molecules 2025 dataset; level of theory: ωB97M-V with the def2-TZVPD basis set.

Structure (XYZ):
```
12
Properties=species:S:1:pos:R:3:nbo_charge:R:1
O 2.86 -0.42 0.49 -0.71
C 1.63 0.23 0.90 -0.09
C 0.50 -0.76 0.90 -0.57
S -0.27 -1.11 -0.72 0.33
C -1.33 0.23 -1.00 -0.48
S -1.76 1.49 0.02 -0.03
H 2.66 -0.55 -0.46 0.46
H 1.86 0.55 1.96 0.20
H 1.40 1.15 0.26 0.19
H 0.90 -1.74 1.19 0.25
H -0.29 -0.42 1.57 0.25
H -1.75 0.09 -1.99 0.21
```

Properties
- Lowest unoccupied orbital energy: -0.018 hartree
- Spin multiplicity: 1
- Kohn-Sham gap: 8.51 eV
- Total charge: 0
- SMILES string: OCCSC=S

<two>
A structure of composition C3H6OS2. Source: the Open Molecules 2025 dataset; level of theory: ωB97M-V with the def2-TZVPD basis set.

Structure (XYZ):
```
12
Properties=species:S:1:pos:R:3:nbo_charge:R:1
C -0.05 0.41 0.97 -0.43
C 0.43 0.89 -0.37 -0.25
C 0.15 1.81 0.52 -0.11
O -1.08 -0.22 -2.92 -0.86
S -2.81 0.02 -0.67 -0.29
S -1.57 0.74 -1.94 1.08
H -1.06 0.00 1.04 0.19
H 0.64 -0.03 1.68 0.19
H 0.95 0.60 -1.26 0.25
H -0.46 -2.04 -0.64 -0.02
H 0.06 2.83 0.81 0.23
H -0.59 -2.17 -1.40 0.02
```

Properties
- Lowest unoccupied orbital energy: -0.056 hartree
- Spin multiplicity: 1
- Kohn-Sham gap: 8.10 eV
- Total charge: 0

Quick one: most stable of them? <one>

<one>
The molecule C3H6OS2. Source: the Open Molecules 2025 dataset; level of theory: ωB97M-V with the def2-TZVPD basis set.

Structure (XYZ):
```
12
Properties=species:S:1:pos:R:3:nbo_charge:R:1
C -0.34 -1.27 0.21 -0.67
C -0.51 0.22 0.27 0.16
S -2.08 0.82 -0.47 -0.04
O 0.25 1.12 1.03 -0.49
C 0.79 1.16 -0.27 -0.12
S 2.40 0.48 -0.54 -0.01
H -0.81 -1.64 -0.79 0.23
H -0.80 -1.61 1.15 0.23
H 0.70 -1.44 0.12 0.24
H -2.63 -0.37 -0.75 0.13
H 0.49 2.05 -0.72 0.19
H 2.55 0.47 0.78 0.14
```

Properties
- Lowest unoccupied orbital energy: 0.026 hartree
- Spin multiplicity: 1
- Kohn-Sham gap: 9.07 eV
- Total charge: 0
- SMILES string: C[C@@]1(S)O[C@H]1S

<two>
A structure of composition C3H6OS2. Source: the Open Molecules 2025 dataset; level of theory: ωB97M-V with the def2-TZVPD basis set.

Structure (XYZ):
```
12
Properties=species:S:1:pos:R:3:nbo_charge:R:1
C -0.70 0.34 -0.47 0.01
C 0.72 0.56 -0.87 0.12
C -1.00 -0.62 0.58 -0.66
O 0.15 1.44 -0.04 -0.47
S 1.24 0.79 -2.51 0.09
S 2.25 -0.62 0.32 -0.24
H -1.47 0.64 -1.25 0.21
H -0.95 -0.02 1.61 0.25
H -0.23 -1.46 0.44 0.23
H -2.00 -1.00 0.42 0.23
H 2.19 1.57 -2.17 0.12
H 1.24 -1.11 1.07 0.12
```

Properties
- Lowest unoccupied orbital energy: 0.006 hartree
- Spin multiplicity: 1
- Kohn-Sham gap: 9.21 eV
- Total charge: 0

Quick one: most stable of them? <one>